Entry 1:
A molecular structure, C30H38BNO2S, computed with wB97M-V/def2-TZVPD.

Each line ends with the Löwdin charge.
Positions of all 73 atoms, in Å:
1 C -3.14 -5.58 1.07  -0.12
2 C -2.05 -4.61 0.84  -0.61
3 C -0.73 -4.70 1.28  -0.14
4 C 0.14 -3.76 0.65  -0.13
5 C -0.51 -2.94 -0.28  -0.45
6 B -0.28 1.53 1.59  -0.68
7 C 0.05 -2.05 -1.25  -0.26
8 C 1.45 -1.90 -1.43  -0.02
9 C 1.93 -1.33 -2.59  -0.04
10 C 1.02 -0.92 -3.62  -0.24
11 N 1.44 -0.75 -4.90  -0.19
12 C 0.56 -0.32 -5.97  -0.06
13 C 2.82 -0.98 -5.29  -0.07
14 C -0.35 -0.78 -3.28  -0.03
15 C -0.82 -1.40 -2.14  -0.06
16 O -1.65 1.43 1.67  0.16
17 C -1.90 0.78 2.95  -0.43
18 C -2.51 1.84 3.85  -0.01
19 C -2.93 -0.30 2.74  -0.01
20 C -0.47 0.22 3.42  -0.43
21 C 0.05 0.77 4.75  -0.01
22 C -0.34 -1.30 3.44  -0.01
23 O 0.44 0.70 2.42  0.14
24 S -2.26 -3.23 -0.16  1.07
25 H -2.72 -6.55 1.35  0.08
26 H -3.83 -5.24 1.86  0.08
27 H -3.74 -5.71 0.16  0.07
28 H -0.41 -5.45 1.99  0.11
29 H 1.21 -3.72 0.81  0.10
30 H 2.12 -2.27 -0.65  0.11
31 H 3.01 -1.16 -2.74  0.11
32 H 0.31 0.75 -5.90  0.08
33 H 1.08 -0.50 -6.91  0.08
34 H -0.37 -0.90 -5.96  0.09
35 H 3.21 -1.90 -4.85  0.09
36 H 2.83 -1.07 -6.38  0.08
37 H 3.49 -0.15 -5.00  0.09
38 H -1.02 -0.24 -3.94  0.10
39 H -1.89 -1.38 -1.93  0.08
40 H -2.73 1.43 4.85  0.09
41 H -1.88 2.73 3.97  0.09
42 H -3.46 2.15 3.40  0.10
43 H -3.16 -0.74 3.72  0.10
44 H -3.84 0.16 2.33  0.10
45 H -2.60 -1.08 2.05  0.06
46 H -0.62 0.53 5.58  0.09
47 H 1.02 0.30 4.95  0.10
48 H 0.20 1.86 4.69  0.09
49 H -0.89 -1.71 4.30  0.10
50 H -0.72 -1.75 2.51  0.07
51 H 0.71 -1.58 3.54  0.10
52 C 1.97 2.67 1.36  -0.11
53 C 1.65 3.73 2.43  -0.16
54 C 0.33 4.27 1.98  -0.05
55 C -0.23 3.54 0.98  -0.01
56 C 0.63 2.34 0.64  -0.24
57 C 0.78 2.01 -0.81  -0.13
58 C -0.25 2.29 -1.71  -0.03
59 C 0.07 2.59 -3.03  -0.09
60 C 1.40 2.52 -3.47  -0.11
61 C 2.38 2.04 -2.62  -0.09
62 C 2.07 1.75 -1.30  -0.04
63 H 2.64 3.17 0.64  0.12
64 H 2.49 1.78 1.73  0.12
65 H 1.62 3.28 3.44  0.10
66 H 2.44 4.49 2.44  0.11
67 H -0.11 5.15 2.44  0.10
68 H -1.11 3.81 0.39  0.13
69 H -1.29 2.32 -1.35  0.13
70 H -0.71 2.92 -3.72  0.10
71 H 1.66 2.84 -4.48  0.10
72 H 3.41 1.91 -2.96  0.10
73 H 2.85 1.39 -0.61  0.12

Summary:
Orbital gap = 0.267 hartree
HOMO energy = -6.5632 eV
Energy relative to the best compared isomer or geometry (same formula, charge and spin) = 0.0 kJ/mol

***

Entry 2:
A molecular structure, C30H38ErN10O2P, computed with wB97M-V/def2-TZVPD.

Each line ends with the Mulliken spin population.
Positions of all 82 atoms, in Å:
1 Er 0.03 -0.10 -0.13  3.02
2 O -1.69 -0.11 1.43  -0.01
3 C -1.78 0.01 2.72  0.00
4 C -2.74 0.88 3.30  0.00
5 C -2.93 0.96 4.66  0.00
6 C -2.19 0.16 5.53  0.00
7 C -1.23 -0.68 5.01  0.00
8 C -0.98 -0.75 3.63  0.00
9 C 0.12 -1.55 3.17  0.00
10 N 0.64 -1.50 2.00  0.00
11 C 1.73 -2.41 1.73  0.00
12 C 1.37 -3.17 0.44  0.00
13 N 1.25 -2.20 -0.63  0.00
14 C 1.92 -2.45 -1.71  0.00
15 C 1.90 -1.67 -2.90  0.00
16 C 2.83 -1.96 -3.92  0.00
17 C 2.82 -1.27 -5.10  0.00
18 C 1.88 -0.25 -5.30  0.00
19 C 0.96 0.06 -4.32  0.00
20 C 0.92 -0.65 -3.09  0.00
21 O 0.00 -0.40 -2.21  0.00
22 H -3.31 1.50 2.62  0.00
23 H -3.67 1.64 5.06  0.00
24 H -2.35 0.21 6.59  0.00
25 H -0.61 -1.27 5.68  0.00
26 H 0.56 -2.22 3.94  0.00
27 H 1.91 -3.11 2.55  0.00
28 H 2.65 -1.82 1.56  0.00
29 H 0.40 -3.66 0.58  0.00
30 H 2.13 -3.93 0.23  0.00
31 H 2.55 -3.34 -1.75  0.00
32 H 3.55 -2.75 -3.75  0.00
33 H 3.51 -1.52 -5.89  0.00
34 H 1.86 0.29 -6.23  0.00
35 H 0.24 0.84 -4.48  0.00
36 C -0.63 5.20 -2.34  0.00
37 N 0.17 4.04 -2.05  0.00
38 C 1.21 3.56 -2.78  0.00
39 C 1.61 2.39 -2.17  0.00
40 N 0.82 2.15 -1.09  0.00
41 C -0.05 3.17 -1.04  0.00
42 P -1.30 3.49 0.25  0.00
43 C -2.41 2.12 -0.27  0.00
44 N -2.00 1.04 -0.93  0.00
45 C -3.11 0.37 -1.31  0.00
46 C -4.22 1.06 -0.89  0.00
47 N -3.76 2.16 -0.24  0.00
48 C -4.58 3.18 0.37  0.00
49 C -0.33 2.75 1.62  0.00
50 N 0.47 1.69 1.60  0.00
51 C 1.09 1.67 2.80  0.00
52 C 0.67 2.72 3.56  0.00
53 N -0.23 3.40 2.81  0.00
54 C -0.90 4.62 3.19  0.00
55 H -0.29 5.66 -3.26  0.00
56 H -1.67 4.90 -2.45  0.00
57 H -0.56 5.93 -1.53  0.00
58 H 1.60 4.05 -3.64  0.00
59 H 2.40 1.73 -2.45  0.00
60 H -3.05 -0.53 -1.89  0.00
61 H -5.26 0.87 -1.01  0.00
62 H -5.59 2.81 0.47  0.00
63 H -4.19 3.45 1.35  0.00
64 H -4.59 4.08 -0.25  0.00
65 H 1.82 0.92 3.06  0.00
66 H 0.93 3.03 4.55  0.00
67 H -0.77 4.78 4.26  0.00
68 H -0.48 5.47 2.65  0.00
69 H -1.96 4.56 2.96  0.00
70 N -4.00 -3.70 3.69  0.00
71 C -3.81 -2.91 2.43  0.00
72 C -2.66 -3.51 1.57  0.00
73 N -2.33 -2.73 0.42  0.00
74 H -4.73 -3.31 4.29  0.00
75 H -3.12 -3.72 4.22  0.00
76 H -4.25 -4.68 3.46  0.00
77 H -3.55 -1.89 2.70  0.00
78 H -4.75 -2.91 1.88  0.00
79 H -2.94 -4.52 1.25  0.00
80 H -1.77 -3.58 2.21  0.00
81 H -2.14 -1.76 0.68  0.00
82 H -3.06 -2.75 -0.28  0.00

Summary:
Orbital gap (spin up / spin down) = 0.253 / 0.253 hartree
HOMO energy (spin up / spin down) = -11.9386 / -11.9362 eV
Charge = +2
Spin multiplicity = 4

***

Entry 3:
A molecular structure, C30H38F5N5O5PbSSeSi2, computed with wB97M-V/def2-TZVPD.

Each line ends with the Löwdin charge.
Positions of all 88 atoms, in Å:
1 Pb 0.33 -0.03 -0.31  1.37
2 O 3.00 0.89 -3.96  0.17
3 C 2.23 0.81 -2.89  -0.46
4 O 1.79 -0.25 -2.47  -0.05
5 C 1.92 2.12 -2.26  -0.19
6 C 2.26 3.30 -2.86  0.03
7 C 1.85 4.50 -2.23  0.00
8 C 1.20 4.44 -1.04  0.03
9 C 0.93 3.17 -0.43  -0.20
10 N 1.24 2.04 -1.09  0.03
11 C 0.46 3.08 0.89  -0.31
12 O -0.49 4.18 1.21  -0.01
13 O -0.07 1.88 1.35  -0.26
14 H 3.14 0.00 -4.31  0.16
15 H 2.81 3.32 -3.79  0.13
16 H 2.06 5.45 -2.68  0.13
17 H 0.90 5.34 -0.52  0.13
18 C 2.71 3.64 3.03  -0.13
19 Si 0.92 3.37 3.44  0.62
20 C -0.34 4.58 2.66  -0.07
21 C 0.69 3.65 5.27  -0.16
22 C 0.27 1.66 2.79  -0.36
23 C 1.40 0.67 2.88  -0.32
24 C 1.93 0.34 4.13  -0.02
25 C 2.98 -0.54 4.21  -0.01
26 C 3.50 -1.09 3.04  -0.03
27 C 2.90 -0.74 1.85  -0.12
28 N 1.88 0.13 1.77  0.00
29 Si -1.36 0.90 3.52  0.55
30 C -2.79 1.96 2.94  -0.15
31 C -1.34 0.81 5.38  -0.15
32 C -1.51 -0.82 2.80  -0.15
33 H 2.86 4.65 2.63  0.05
34 H 3.07 2.94 2.27  0.04
35 H 3.34 3.55 3.92  0.05
36 H -1.42 3.95 1.01  0.19
37 H -0.04 5.63 2.63  0.11
38 H -1.33 4.51 3.09  0.09
39 H 1.22 4.57 5.52  0.05
40 H 1.13 2.86 5.87  0.04
41 H -0.35 3.77 5.58  0.04
42 H 1.51 0.78 5.03  0.10
43 H 3.41 -0.80 5.17  0.13
44 H 4.33 -1.78 3.05  0.12
45 H 3.25 -1.15 0.91  0.11
46 H -2.84 2.92 3.45  0.03
47 H -3.73 1.44 3.18  0.05
48 H -2.79 2.10 1.86  0.01
49 H -1.16 1.77 5.85  0.02
50 H -0.60 0.10 5.76  0.04
51 H -2.31 0.45 5.72  0.05
52 H -1.56 -0.81 1.71  -0.03
53 H -2.43 -1.29 3.15  0.05
54 H -0.67 -1.46 3.10  0.05
55 F 1.24 -6.83 -6.15  0.17
56 C 1.38 -6.17 -5.02  -0.12
57 C 2.13 -6.73 -3.99  -0.13
58 F 2.70 -7.91 -4.15  0.16
59 C 2.26 -6.03 -2.80  -0.24
60 F 2.97 -6.58 -1.82  0.11
61 C 1.66 -4.79 -2.61  -0.40
62 Se 1.85 -3.85 -0.99  1.11
63 C 0.93 -4.26 -3.66  -0.24
64 F 0.34 -3.06 -3.53  0.06
65 C 0.77 -4.93 -4.85  -0.14
66 F 0.05 -4.41 -5.83  0.14
67 C -4.54 -3.38 -2.43  -0.06
68 C -3.31 -3.22 -1.55  -0.23
69 N -3.10 -1.85 -1.09  0.01
70 C -2.51 -0.87 -1.77  -0.82
71 S -2.34 0.68 -1.02  0.58
72 N -2.05 -1.13 -2.99  0.03
73 C -1.48 -0.15 -3.92  -0.25
74 C -2.54 0.44 -4.83  -0.06
75 H -4.64 -4.41 -2.75  0.09
76 H -4.48 -2.75 -3.32  0.07
77 H -5.44 -3.10 -1.89  0.09
78 H -2.40 -3.56 -2.05  0.10
79 H -3.39 -3.84 -0.65  0.13
80 H -3.46 -1.58 -0.18  0.13
81 H -2.24 -2.04 -3.37  0.13
82 H -0.71 -0.68 -4.49  0.12
83 H -1.00 0.63 -3.33  0.07
84 H -3.03 -0.33 -5.42  0.08
85 H -2.09 1.15 -5.52  0.08
86 H -3.30 0.97 -4.25  0.08
87 O -0.43 -3.07 0.12  -0.19
88 N -0.07 -3.87 -0.67  -0.27

Summary:
Orbital gap = 0.270 hartree
HOMO energy = -12.7880 eV
Energy relative to the best compared isomer or geometry (same formula, charge and spin) = 147.1 kJ/mol
Charge = +2

***

Calculated values (eV) of total energy for the records, taken in order: -48824.5392; -87625.3182; -160171.8183.
Calculated values (eV Å⁻¹) of largest force on an atom for the records, taken in order: 2.92; 1.47; 0.33.